# 1
Here is a 2-piece molecular cluster, C3HN3O overall from OMol25. Energies are from ωB97M-V with the def2-TZVPD basis set.

Bonds (Å) are listed after each position.
Geometry (Å):
1 C 0.463 1.272 0.037  C2 1.423, N4 1.141
2 C 1.052 0.039 -0.361  C1 1.423, N5 1.260, H8 1.022
3 C -2.251 -0.288 -0.315  O7 1.113
4 N 0.155 2.355 0.219  C1 1.141
5 N 0.597 -0.993 0.201  C2 1.260, N6 1.129
6 N 0.151 -1.919 0.668  N5 1.129
7 O -1.838 -0.383 0.714  C3 1.113
8 H 1.672 -0.084 -1.163  C2 1.022

## Properties
**Total energy**: -354.33131 hartree
**Relative energy (zero: lowest compared OMol25 entry of this formula, charge and spin)**: 0.972 eV
**Charge**: 0

# 2
Here is C3HN3O2 in the gas phase from OMol25. Energies are from ωB97M-V with the def2-TZVPD basis set.

Bonds (Å) are listed after each position.
Geometry (Å):
1 N -2.690 -0.492 -0.044  C2 1.174
2 C -1.535 -0.697 0.018  N1 1.174, C3 1.421
3 C -0.119 -0.646 0.111  C2 1.421, N4 1.328, C7 1.416
4 N 0.801 -1.598 0.007  C3 1.328, N5 1.222
5 N 1.939 -1.154 -0.031  N4 1.222, O6 1.532
6 O 1.875 0.376 -0.027  N5 1.532, C7 1.326
7 C 0.569 0.591 0.048  C3 1.416, O6 1.326, O8 1.311
8 O 0.088 1.810 0.014  C7 1.311, H9 1.023
9 H -0.929 1.812 -0.096  O8 1.023

## Properties
**Total energy**: -429.58601 hartree
**Relative energy (zero: lowest compared OMol25 entry of this formula, charge and spin)**: 1.809 eV
**SMILES**: N#Cc1nnoc1O
**Charge**: 0

# 3
Here is a 2-piece molecular cluster, C3HN3O2 overall from OMol25. Energies are from ωB97M-V with the def2-TZVPD basis set.

Bonds (Å) are listed after each position.
Geometry (Å):
1 N 0.530 0.352 -2.305  C2 1.156
2 C 0.429 0.847 -1.265  N1 1.156, N3 1.268
3 N 0.204 1.550 -0.233  C2 1.268, C4 1.168
4 C 0.469 1.680 0.897  N3 1.168, O5 1.193
5 O 0.633 1.858 2.066  C4 1.193
6 N -0.158 -1.162 -0.158  C7 1.198, H9 0.983
7 C -0.842 -1.816 0.576  N6 1.198, O8 1.172
8 O -1.610 -2.077 1.421  C7 1.172
9 H 0.346 -1.232 -0.999  N6 0.983

## Properties
**Total energy**: -429.62850 hartree
**Relative energy (zero: lowest compared OMol25 entry of this formula, charge and spin)**: 0.652 eV
**SMILES**: N#CN=C=O.N=C=O
**Charge**: 0

# 4
Here is C3HN3O2S in the gas phase from OMol25. Energies are from ωB97M-V with the def2-TZVPD basis set.

Bonds (Å) are listed after each position.
Geometry (Å):
1 C -0.131 0.121 0.002  C2 1.427, C3 1.469, N6 1.380
2 C 0.934 1.072 0.011  C1 1.427, N4 1.446, O7 1.194
3 C -1.590 0.283 0.029  C1 1.469, O8 1.203, H10 1.099
4 N 2.094 0.209 -0.012  C2 1.446, N5 1.203
5 N 1.842 -0.967 -0.015  N4 1.203, N6 1.400
6 N 0.452 -1.128 -0.055  C1 1.380, N5 1.400, S9 1.625
7 O 1.016 2.263 0.008  C2 1.194
8 O -2.159 1.324 -0.171  C3 1.203
9 S -0.180 -2.626 -0.029  N6 1.625
10 H -2.277 -0.551 0.231  C3 1.099

## Properties
**Total energy**: -827.71595 hartree
**Relative energy (zero: lowest compared OMol25 entry of this formula, charge and spin)**: 0.104 eV
**Charge**: 0

# 5
Here is C3HN5 in the gas phase from OMol25. Energies are from ωB97M-V with the def2-TZVPD basis set.

Bonds (Å) are listed after each position.
Geometry (Å):
1 N -3.216 0.215 -0.184  C2 1.326
2 C -1.984 -0.117 0.177  N1 1.326, C3 1.448
3 C -0.542 -0.173 0.065  C2 1.448, N4 1.309, N8 1.355
4 N 0.039 0.997 -0.025  C3 1.309, C5 1.374
5 C 1.401 1.157 0.065  N4 1.374, N6 1.290, H9 1.087
6 N 2.157 0.127 -0.119  C5 1.290, N7 1.393
7 N 1.465 -1.081 -0.147  N6 1.393, N8 1.294
8 N 0.226 -1.285 0.164  C3 1.355, N7 1.294
9 H 2.054 1.984 0.332  C5 1.087

## Properties
**Total energy**: -388.51931 hartree
**Relative energy (zero: lowest compared OMol25 entry of this formula, charge and spin)**: 1.712 eV
**SMILES**: N#Cc1ncnnn1
**Charge**: 0

# 6
Here is a 2-piece molecular cluster, C3HNO overall from OMol25. Energies are from ωB97M-V with the def2-TZVPD basis set.

Bonds (Å) are listed after each position.
Geometry (Å):
1 C 0.709 -0.596 1.775  C3 1.317, N4 1.186
2 C -1.420 0.921 -1.683  O5 1.118
3 C 0.616 0.317 0.831  C1 1.317, H6 1.025
4 N 0.755 -1.226 2.779  C1 1.186
5 O -1.057 0.736 -2.724  C2 1.118
6 H 0.567 0.575 -0.160  C3 1.025

## Properties
**Total energy**: -244.73906 hartree
**Relative energy (zero: lowest compared OMol25 entry of this formula, charge and spin)**: 3.319 eV
**Charge**: 0